(one)
DFT (wB97M-V/def2-TZVPD) results for a 2-piece molecular cluster, C4H12 overall.

Structure (XYZ):
```
16
C4H12 (wB97M-V/def2-TZVPD)
C 1.7401 -1.9581 -0.5680
C 1.3495 -0.5776 -0.1887
H 1.2540 -2.7254 0.1320
H 1.2956 -2.3984 -1.5566
H 2.8401 -1.9712 -0.4674
H 0.4712 -0.2210 -0.8320
H 2.1022 0.2617 -0.3620
H 1.1121 -0.4064 0.8663
C -1.5139 1.7169 -0.2742
C -1.6272 0.8139 0.9948
H -2.4230 1.4958 -0.9129
H -1.2918 2.6553 0.1203
H -0.5255 1.4094 -0.8816
H -0.6044 0.8385 1.6188
H -1.8036 -0.1577 0.6654
H -2.3753 1.2243 1.6459
```

## Properties
multiplicity = 1
SMILES = CC.CC
HOMO level = -11.0562 eV
orbital gap = 0.448 Ha
net charge = 0

(two)
DFT (wB97M-V/def2-TZVPD) results for a 2-piece molecular cluster, C4H12 overall.

Structure (XYZ):
```
16
C4H12 (wB97M-V/def2-TZVPD)
C 2.2794 0.6377 -0.9124
C 1.1650 -0.3408 -1.0773
H 3.0348 0.4659 -0.1458
H 2.7580 0.8817 -1.8638
H 1.9069 1.6355 -0.6177
H 0.2751 0.1041 -1.5389
H 0.8082 -0.8088 -0.1693
H 1.3869 -1.0900 -1.8409
C -1.2120 -0.2896 1.6117
C -2.1814 -0.1289 0.4525
H -1.7331 -0.7457 2.4584
H -0.3672 -0.9240 1.3835
H -0.8746 0.6997 1.9331
H -2.4546 -1.0770 0.0146
H -1.7346 0.4846 -0.3431
H -3.0570 0.4955 0.6551
```

## Properties
multiplicity = 1
SMILES = CC.CC
HOMO level = -11.2760 eV
orbital gap = 0.457 Ha
net charge = 0

The least stable of them is (one).

(one)
DFT (wB97M-V/def2-TZVPD) results for a 2-piece molecular cluster, C4H12 overall.

Structure (XYZ):
```
16
C4H12 (wB97M-V/def2-TZVPD)
C 1.8498 -0.6998 -0.2774
C 1.8977 -2.1792 -0.4379
H 2.9570 -0.2023 -0.3897
H 1.2663 -0.1036 -1.0366
H 1.3393 -0.3770 0.6772
H 1.1727 -2.6646 0.2111
H 2.8073 -2.6725 -0.2181
H 1.7519 -2.4487 -1.4527
C -1.7202 2.0917 0.6781
C -2.1239 0.7640 0.1489
H -0.5786 1.8715 0.9132
H -1.5406 2.7536 -0.3092
H -2.1300 2.5753 1.4859
H -3.2534 0.7547 -0.0514
H -1.9596 0.0722 0.9365
H -1.7354 0.4644 -0.8778
```

## Properties
multiplicity = 1
SMILES = CC.CC
HOMO level = -10.9824 eV
orbital gap = 0.443 Ha
net charge = 0

(two)
DFT (wB97M-V/def2-TZVPD) results for a 2-piece molecular cluster, C4H12 overall.

Structure (XYZ):
```
16
C4H12 (wB97M-V/def2-TZVPD)
C 0.3313 1.4006 -1.1111
C 1.1240 2.4504 -0.3099
H 0.5851 0.4137 -0.7351
H -0.7412 1.5735 -1.1222
H 0.6696 1.4715 -2.1446
H 0.8378 3.3974 -0.7604
H 2.1960 2.3139 -0.3961
H 0.7911 2.5357 0.7239
C -1.0586 -2.1916 1.3931
C -0.3816 -1.6669 0.1368
H -1.3182 -1.4318 2.1268
H -1.9469 -2.7551 1.1085
H -0.4067 -2.9271 1.8685
H -0.8277 -0.7976 -0.3422
H 0.6712 -1.4164 0.2539
H -0.5251 -2.3700 -0.6899
```

## Properties
multiplicity = 1
SMILES = CC.CC
HOMO level = -11.3073 eV
orbital gap = 0.457 Ha
net charge = 0

(three)
DFT (wB97M-V/def2-TZVPD) results for a 2-piece molecular cluster, C4H12 overall.

Structure (XYZ):
```
16
C4H12 (wB97M-V/def2-TZVPD)
C 1.8894 1.1278 -0.3221
C 1.4032 2.2404 0.5937
H 1.2599 0.2442 -0.4456
H 2.0699 1.5420 -1.3108
H 2.8672 0.7205 -0.0478
H 0.4569 2.6734 0.2586
H 2.1082 3.0612 0.4851
H 1.2708 1.9141 1.6229
C -1.2625 -2.3004 -0.3228
C -2.0758 -1.0589 0.1046
H -1.4641 -3.0796 0.4199
H -1.5288 -2.6989 -1.2793
H -0.1859 -2.1317 -0.2987
H -2.3334 -0.5012 -0.8000
H -2.9817 -1.3669 0.6189
H -1.4934 -0.3858 0.7234
```

## Properties
multiplicity = 1
SMILES = CC.CC
HOMO level = -11.7208 eV
orbital gap = 0.472 Ha
net charge = 0

(four)
DFT (wB97M-V/def2-TZVPD) results for a 2-piece molecular cluster, C4H12 overall.

Structure (XYZ):
```
16
C4H12 (wB97M-V/def2-TZVPD)
C -0.7559 -1.1693 -1.3719
C -1.0127 -2.6736 -1.1277
H -1.4845 -0.7802 -2.0509
H -0.8090 -0.6442 -0.4216
H 0.1834 -0.9588 -1.8860
H -0.6907 -2.9900 -0.1453
H -2.0897 -2.8482 -1.1272
H -0.5005 -3.2333 -1.9047
C 1.3496 2.1110 0.6558
C 0.4738 1.6831 1.8147
H 0.7546 2.3291 -0.2399
H 1.7947 3.0954 0.8173
H 2.0674 1.3253 0.4321
H -0.2342 0.8921 1.6331
H 1.0408 1.3366 2.6881
H -0.0868 2.5249 2.2341
```

## Properties
multiplicity = 1
SMILES = CC.CC
HOMO level = -11.6461 eV
orbital gap = 0.470 Ha
net charge = 0

The least stable of them is (one).

(one)
DFT (wB97M-V/def2-TZVPD) results for a 2-piece molecular cluster, C4H12 overall.

Structure (XYZ):
```
16
C4H12 (wB97M-V/def2-TZVPD)
C 0.6510 -1.6367 -1.5432
C 1.8121 -0.6503 -1.6923
H 1.0073 -2.6025 -1.9110
H 0.2143 -1.8419 -0.5707
H -0.1419 -1.2406 -2.1760
H 1.5607 0.2770 -1.1594
H 1.8585 -0.3557 -2.7435
H 2.8291 -0.8865 -1.4037
C -1.1867 1.3203 2.3740
C -1.2739 0.9705 0.8790
H -0.3321 0.8340 2.8382
H -0.9595 2.3822 2.4186
H -2.1402 1.0644 2.8106
H -1.9507 1.6958 0.4114
H -1.7139 0.0158 0.5848
H -0.3203 1.0234 0.3577
```

## Properties
multiplicity = 1
SMILES = CC.CC
HOMO level = -11.6300 eV
orbital gap = 0.469 Ha
net charge = 0

(two)
DFT (wB97M-V/def2-TZVPD) results for a 2-piece molecular cluster, C4H12 overall.

Structure (XYZ):
```
16
C4H12 (wB97M-V/def2-TZVPD)
C -1.5706 1.7165 -0.7465
C -1.8832 2.2435 0.7232
H -1.6648 0.6056 -0.8942
H -2.0882 2.1823 -1.5324
H -0.4232 1.8446 -0.6590
H -1.4694 3.4068 0.7223
H -2.9568 2.3191 0.8538
H -1.5468 1.6958 1.5293
C 1.8542 -2.2922 -0.6994
C 1.5521 -1.6642 0.7031
H 2.5538 -1.7143 -1.2427
H 2.3832 -3.2090 -0.5165
H 0.9918 -2.5270 -1.2733
H 0.6853 -2.2113 1.1541
H 1.3323 -0.5570 0.7686
H 2.4879 -1.8568 1.2081
```

## Properties
multiplicity = 1
SMILES = CC.CC
HOMO level = -11.2513 eV
orbital gap = 0.452 Ha
net charge = 0

The least stable of them is (two).

(one)
DFT (wB97M-V/def2-TZVPD) results for a 2-piece molecular cluster, C4H12 overall.

Structure (XYZ):
```
16
C4H12 (wB97M-V/def2-TZVPD)
C 1.3690 0.5995 1.7073
C 0.0377 1.2848 1.4716
H 2.1965 1.2924 1.8281
H 1.2577 -0.0098 2.6085
H 1.5845 -0.1235 0.9340
H -0.7907 0.5847 1.3709
H -0.0391 1.9471 0.6000
H -0.2409 1.9846 2.2648
C 0.0589 -1.2063 -1.7543
C -1.4073 -0.7494 -1.4494
H 0.1358 -1.3234 -2.7995
H 0.7452 -0.4156 -1.4640
H 0.2635 -2.1380 -1.2387
H -1.3863 0.0833 -0.7440
H -1.9777 -1.5468 -0.9973
H -1.8068 -0.2638 -2.3380
```

## Properties
multiplicity = 1
SMILES = CC.CC
HOMO level = -11.5038 eV
orbital gap = 0.467 Ha
net charge = 0

(two)
DFT (wB97M-V/def2-TZVPD) results for a 2-piece molecular cluster, C4H12 overall.

Structure (XYZ):
```
16
C4H12 (wB97M-V/def2-TZVPD)
C -0.6806 1.2166 -0.2771
C -2.1348 1.9294 -0.0623
H -0.0384 2.0237 -0.1502
H -0.5935 0.4882 0.5920
H -0.5766 0.6861 -1.1676
H -2.3632 2.5059 -0.8569
H -2.2653 2.8474 0.6339
H -2.7681 1.1946 0.3922
C 1.5205 -0.8830 -0.1143
C 1.3157 -2.3452 0.3601
H 2.5203 -0.6322 -0.4151
H 0.9876 -0.5978 -1.0059
H 1.3146 -0.3241 0.8051
H 0.2629 -2.5696 0.1816
H 1.9468 -2.9512 -0.3144
H 1.5520 -2.5889 1.3991
```

## Properties
multiplicity = 1
SMILES = CC.CC
HOMO level = -10.8180 eV
orbital gap = 0.437 Ha
net charge = 0

The least stable of them is (two).